(1)
Density functional theory data (wB97M-V/def2-TZVPD) for a molecular structure, CH2O3P2.

E_tot = -25787.22415 eV
HOMO level (alpha / beta) = -9.149 / -11.285 eV
Kohn-Sham gap (alpha / beta) = 9.29 / 6.27 eV
2S+1 = 3

Cartesian coordinates (Å):
C 0.974 -0.124 -0.002
O -1.188 1.196 1.250
O -1.167 -1.320 0.194
O -1.211 0.811 -1.363
P -0.715 0.653 -0.012
P 0.301 -1.821 -0.047
H 1.601 0.222 -0.818
H 1.404 0.383 0.798



(2)
Density functional theory data (wB97M-V/def2-TZVPD) for a single CH2O3S molecule.

E_tot = -18042.89615 eV
HOMO level = -10.059 eV
Kohn-Sham gap = 9.66 eV
2S+1 = 1

Cartesian coordinates (Å):
C -0.284 -0.103 0.126
O 2.442 -0.808 0.193
O 0.285 1.027 0.868
O -1.579 -0.037 -0.398
S 1.294 0.486 -0.337
H -0.342 -1.037 0.721
H -1.817 0.472 -1.174



(3)
Density functional theory data (wB97M-V/def2-TZVPD) for a single CH2O4 molecule.

E_tot = -9255.01287 eV
HOMO level = -10.833 eV
SMILES string = OC1(O)OO1
Kohn-Sham gap = 11.36 eV
2S+1 = 1

Cartesian coordinates (Å):
O -0.093 1.468 0.027
C -0.305 0.149 0.009
O 1.066 -0.687 0.161
O -1.105 -0.556 -0.803
O -1.405 -0.406 0.564
H 0.795 1.535 0.460
H 1.048 -1.503 -0.418



(4)
Density functional theory data (wB97M-V/def2-TZVPD) for a single CH2O4S molecule.

E_tot = -20093.65435 eV
HOMO level = -10.914 eV
Kohn-Sham gap = 11.19 eV
2S+1 = 1

Cartesian coordinates (Å):
C 1.107 -0.621 -0.020
O -0.888 1.430 -0.365
O -0.021 -0.893 -0.603
O -1.907 -0.414 1.035
O 1.414 0.349 0.612
S -1.555 -0.021 -0.279
H 1.805 -1.448 -0.151
H 0.044 1.618 -0.227



(5)
Density functional theory data (wB97M-V/def2-TZVPD) for 2 unconnected molecules or ions with the total composition CH2O4S2.

E_tot = -30926.74207 eV
HOMO level (alpha / beta) = -9.630 / -9.629 eV
Kohn-Sham gap (alpha / beta) = 7.68 / 7.68 eV
2S+1 = 1

Cartesian coordinates (Å):
C 1.739 -0.023 -0.237
O 0.514 -0.479 2.126
O 0.381 -2.127 0.234
O -3.237 1.434 -1.422
O -1.258 0.703 -0.152
S 0.660 -0.804 0.727
S -2.723 0.801 -0.223
H 2.131 0.879 0.157
H 1.794 -0.384 -1.209



(6)
Density functional theory data (wB97M-V/def2-TZVPD) for a single CH2O5S molecule.

E_tot = -22140.73295 eV
HOMO level = -11.859 eV
SMILES string = O=COS(=O)(=O)O
Kohn-Sham gap = 12.12 eV
2S+1 = 1

Cartesian coordinates (Å):
O -1.444 1.243 0.545
C -1.423 0.610 -0.457
O -0.407 -0.262 -0.757
S 1.119 -0.095 0.009
O 1.490 1.257 0.105
O 2.063 -1.032 -0.516
O 0.538 -0.697 1.358
H -1.973 0.490 -1.394
H 0.037 -1.514 1.107



(7)
Density functional theory data (wB97M-V/def2-TZVPD) for a single CH2OS2 molecule.

E_tot = -24784.30587 eV
HOMO level (alpha / beta) = -9.643 / -9.155 eV
Kohn-Sham gap (alpha / beta) = 8.48 / 6.46 eV
2S+1 = 1

Cartesian coordinates (Å):
C -0.339 -0.438 -0.250
O -2.049 0.657 1.616
S -1.982 -0.476 0.621
S 0.388 -1.924 -0.984
H -0.781 0.170 -1.010
H 0.363 -0.075 0.453



(8)
Density functional theory data (wB97M-V/def2-TZVPD) for 2 unconnected molecules or ions with the total composition CH2OS2.

E_tot = -24783.84836 eV
HOMO level = -9.570 eV
Kohn-Sham gap = 9.48 eV
2S+1 = 1

Cartesian coordinates (Å):
C -0.846 -2.679 -1.796
O 0.574 1.737 0.300
S 0.171 -1.629 -1.293
S -0.711 0.736 0.726
H 0.820 2.342 1.040
H -0.007 -0.507 1.023



(9)
Density functional theory data (wB97M-V/def2-TZVPD) for a single CH2OS2 molecule.

E_tot = -24783.89958 eV
HOMO level (alpha / beta) = -9.121 / -9.052 eV
Kohn-Sham gap (alpha / beta) = 7.88 / 6.55 eV
2S+1 = 1

Cartesian coordinates (Å):
C -0.582 0.020 0.012
O 2.448 -0.402 -0.365
S 1.387 0.583 0.009
S -2.039 0.897 -0.202
H -0.520 -0.889 -0.576
H -0.694 -0.209 1.121



(10)
Density functional theory data (wB97M-V/def2-TZVPD) for a single CH2OS2 molecule.

E_tot = -24787.02795 eV
HOMO level = -10.229 eV
SMILES string = O=C(S)S
Kohn-Sham gap = 10.55 eV
2S+1 = 1

Cartesian coordinates (Å):
O -1.533 -1.051 0.733
C -0.593 -0.487 0.253
S -0.977 1.091 -0.656
S 1.122 -0.994 0.547
H 0.315 1.435 -0.813
H 1.664 0.007 -0.064



(11)
Density functional theory data (wB97M-V/def2-TZVPD) for 2 unconnected molecules or ions with the total composition CH2OS2.

E_tot = -24782.09817 eV
HOMO level (alpha / beta) = -9.583 / -8.847 eV
Kohn-Sham gap (alpha / beta) = 8.61 / 8.39 eV
2S+1 = 1

Cartesian coordinates (Å):
C 0.624 -0.489 -0.393
O 2.224 1.325 0.726
S 1.793 -1.627 0.157
S 2.161 0.417 -0.394
H -0.129 -0.696 -1.124
H -0.311 0.435 1.327



(12)
Density functional theory data (wB97M-V/def2-TZVPD) for a single CH2OS2 molecule.

E_tot = -24786.60240 eV
HOMO level = -9.254 eV
SMILES string = OC(=S)S
Kohn-Sham gap = 9.17 eV
2S+1 = 1

Cartesian coordinates (Å):
O 1.241 -0.758 0.046
C 0.079 -0.086 -0.028
S -1.171 -0.513 -1.128
S -0.041 1.310 1.098
H 1.154 -1.244 -0.740
H -1.263 1.291 0.752



Result set for F_max: 2.67; 7.25; 4.87; 2.24; 3.57; 2.92; 1.85; 2.26; 2.70; 1.66; 1.98; 2.84 eV Å⁻¹, one per record in the order listed.